# 1
This record from the OMol25 dataset describes one molecule with the formula C16H11Cl4NO2S in a non-equilibrium geometry. The level of theory is ωB97M-V with the def2-TZVPD basis set.

XYZ file:
```
35
C16H11Cl4NO2S (ωB97M-V with the def2-TZVPD basis set)
Cl -2.33083 0.35926 2.56099
C -1.46230 0.40554 0.94497
C -1.49138 1.81193 0.42619
Cl -0.74506 3.02833 1.32983
C -1.68407 2.01229 -0.96149
O -0.90450 2.64446 -1.71550
C -2.92404 1.27591 -1.56624
O -3.71008 1.74819 -2.36326
C -2.84190 -0.17411 -1.14690
Cl -3.28376 -1.33076 -2.33670
C -2.35862 -0.53320 0.06846
Cl -2.62598 -2.09594 0.67514
C 0.55790 0.84155 3.64869
S 1.29991 0.26143 2.13201
C 2.14217 -1.29400 2.80173
C -0.13007 -0.33238 0.99373
C 0.49756 -0.44757 -0.43675
C 0.22165 -1.50649 -1.31806
C 0.61685 -1.43297 -2.64409
C 1.51195 -0.46163 -3.09341
C 1.95690 -0.35528 -4.46991
N 2.29639 -0.31654 -5.59111
C 1.86552 0.53156 -2.19729
C 1.43127 0.50498 -0.86850
H 0.07998 1.80779 3.46302
H -0.14461 0.05987 3.92538
H 1.37659 0.93202 4.35968
H 3.11379 -1.51715 2.32676
H 2.35696 -1.07829 3.85579
H 1.45590 -2.14964 2.72462
H -0.33078 -1.29830 1.53916
H -0.38525 -2.38814 -1.01245
H 0.27421 -2.14605 -3.37277
H 2.49927 1.35280 -2.49141
H 1.79845 1.28052 -0.19030
```

## Properties
Lowest unoccupied orbital energy ... -0.80 eV
Strongest force on any atom ... 3.00 eV/Å
Net charge ... 0
Relative energy (zero: lowest compared OMol25 entry of this formula, charge and spin) ... 143.8 kJ/mol



# 2
This record from the OMol25 dataset describes C16H11N3O4Zn as an isolated structure in a non-equilibrium geometry. The level of theory is ωB97M-V with the def2-TZVPD basis set.

XYZ file:
```
35
C16H11N3O4Zn (ωB97M-V with the def2-TZVPD basis set)
Zn -0.89452 -1.57367 -1.09298
C -2.97989 -1.14401 -0.70842
O -3.88928 -0.43803 -0.62258
C -1.83342 -3.39684 -3.50904
O -2.92196 -3.65448 -3.27118
C -0.00124 -3.43986 -0.37289
O 0.48735 -4.13327 0.41514
C -0.53363 -0.43999 -3.15780
O -0.58050 0.52083 -3.79351
C 3.04920 -2.76594 -3.92615
H 3.41273 -1.83931 -4.40071
H 3.56480 -3.13724 -3.03316
C 1.95132 -3.39306 -4.36112
H 1.56030 -4.28975 -3.86614
H 1.33452 -3.03948 -5.19297
N -2.89807 4.28849 5.69110
C -2.27019 3.73757 4.89018
C -1.43963 3.03488 3.94021
C -1.40378 1.63710 3.89519
C -0.54530 0.97450 3.02098
C 0.29800 1.69972 2.17135
C 0.28092 3.11369 2.20371
C -0.57068 3.76227 3.11750
N 0.87716 0.96478 1.10242
C 1.60388 1.50062 0.02682
C 1.58383 0.56575 -0.96366
N 0.70248 -0.44013 -0.58242
C 0.41576 -0.24850 0.70099
H -2.04663 1.06326 4.56179
H -0.59824 -0.11089 2.96026
H 0.86917 3.70096 1.48036
H -0.54378 4.84844 3.18191
H 1.92068 2.53034 0.03229
H 2.17361 0.49613 -1.86104
H -0.13498 -0.95490 1.32357
```

## Properties
Lowest unoccupied orbital energy ... -8.98 eV
Strongest force on any atom ... 5.48 eV/Å
Net charge ... +2
Relative energy (zero: lowest compared OMol25 entry of this formula, charge and spin) ... 0.0 kJ/mol